Record 1
93
Properties=species:S:1:pos:R:3 method="wB97M-V/def2-TZVPD" orbital_gap_ev=8.2105 e_lumo_ev=1.9 total_energy_ev=-125213.3619 total_charge=-1
C 1.802 3.351 1.551
B 0.868 2.057 1.759
O 0.324 1.935 2.995
C 0.770 0.966 0.507
S 0.672 2.106 -0.964
C -0.685 3.293 -0.805
C -1.354 3.526 -2.191
O -2.222 4.285 -2.335
O -0.912 2.765 -3.239
C 0.055 3.433 -4.044
C 1.308 2.570 -4.284
C 1.367 2.050 -5.720
O 2.503 3.380 -4.076
C 3.558 2.658 -3.622
O 4.154 1.878 -4.254
C 3.957 2.940 -2.171
S 5.356 4.119 -2.128
O 2.137 0.545 0.525
S 2.763 -0.433 -0.620
O 1.895 -0.545 -1.751
O 2.644 -1.854 0.153
C 1.365 -2.361 0.594
C 0.851 -3.458 -0.411
C 1.822 -3.718 -1.575
F -0.406 -3.282 -0.954
C 0.322 -1.447 1.302
S 1.081 -1.044 2.984
P -1.025 -2.642 1.941
C -0.265 -4.226 2.505
O -1.552 -1.945 3.389
C -0.305 -0.147 0.592
C -1.556 0.405 1.346
C -2.994 -0.152 1.282
C -3.496 -1.304 0.370
C -4.499 -2.198 1.117
C -5.018 -3.334 0.228
O -6.088 -2.896 -0.629
C -5.709 -2.680 -1.913
C -6.099 -1.314 -2.469
O -5.163 -3.466 -2.582
O -0.739 -0.707 -0.641
B -1.322 -0.083 -1.703
O -0.797 -0.295 -2.973
O -2.466 0.729 -1.681
H 2.175 3.665 2.531
H 2.690 3.091 0.967
H 1.268 4.187 1.092
H 1.030 1.958 3.665
H -1.505 3.030 -0.135
H -0.347 4.289 -0.507
H -0.352 3.647 -5.037
H 0.381 4.384 -3.607
H 1.311 1.702 -3.617
H 1.484 2.888 -6.415
H 0.471 1.481 -5.981
H 2.244 1.423 -5.874
H 3.101 3.398 -1.679
H 4.255 2.020 -1.673
H 5.631 4.159 -0.803
H 1.714 -2.984 1.417
H 0.830 -4.422 0.103
H 1.504 -4.691 -1.973
H 1.690 -3.010 -2.391
H 2.849 -3.859 -1.246
H 2.399 -1.083 2.680
H -0.381 -4.965 1.711
H 0.784 -4.194 2.820
H -0.862 -4.599 3.343
H -2.095 -2.629 3.808
H -1.626 1.452 1.029
H -1.253 0.378 2.394
H -3.312 -0.441 2.287
H -3.692 0.670 1.078
H -4.076 -0.879 -0.456
H -2.736 -1.926 -0.095
H -5.374 -1.585 1.372
H -4.080 -2.579 2.051
H -5.428 -4.103 0.885
H -4.174 -3.741 -0.333
H -7.180 -1.314 -2.625
H -5.570 -1.146 -3.402
H -5.834 -0.556 -1.732
H -1.547 -0.582 -3.518
H -2.375 1.446 -1.043
B 5.494 0.038 6.164
O 4.303 -0.570 6.818
C 3.218 -0.029 6.298
O 2.086 -0.297 6.602
C 3.635 0.986 5.252
O 2.885 1.660 4.584
O 4.943 1.019 5.180
F 6.236 -0.938 5.503
F 6.284 0.693 7.105

Record 2
96
Properties=species:S:1:pos:R:3 method="wB97M-V/def2-TZVPD" orbital_gap_ev=6.0599 e_lumo_ev=1.6 total_energy_ev=-390420.9968 total_charge=-1
C -0.329 -0.354 0.284
C -0.477 -0.186 -1.027
Nb -2.376 0.459 -2.064
B -3.663 -0.383 -0.305
N -4.131 0.395 0.852
O -3.996 -1.748 -0.345
C -4.166 0.890 -3.410
Br -4.201 2.771 -4.073
C -5.530 0.441 -2.836
C -6.725 0.626 -3.830
C -2.383 2.562 -1.052
F -1.762 2.505 0.224
F -3.651 3.063 -0.784
C -1.560 3.613 -1.798
C -2.059 4.853 -2.114
C -1.292 5.754 -2.824
C -0.021 5.454 -3.235
C 0.503 4.222 -2.894
C 1.889 3.780 -3.288
F 2.800 4.094 -2.354
F 2.274 4.241 -4.484
F 1.926 2.432 -3.410
C -0.271 3.342 -2.192
H -1.110 -0.545 1.023
H 0.689 -0.234 0.696
H 0.403 -0.402 -1.652
H -1.276 1.047 -3.440
H -2.352 -1.204 -2.863
H -5.007 -0.044 1.157
H -3.427 0.230 1.574
H -3.352 -2.135 -0.956
H -4.025 0.297 -4.329
H -5.444 -0.648 -2.698
H -5.808 0.964 -1.911
H -7.671 0.670 -3.268
H -6.735 -0.242 -4.505
H -6.646 1.532 -4.441
H -3.061 5.156 -1.822
H -1.688 6.728 -3.106
H 0.583 6.153 -3.810
H 0.149 2.372 -1.931
C 4.697 0.370 -2.521
Cl 5.849 1.070 -1.365
Cl 3.894 -1.071 -1.889
H 3.945 1.120 -2.743
H 5.226 0.096 -3.428
C 5.757 -4.499 -1.380
Cl 7.158 -3.873 -0.508
Cl 4.977 -5.822 -0.501
H 5.040 -3.695 -1.518
H 6.088 -4.869 -2.344
C -0.403 2.592 3.152
Cl -1.274 1.095 3.484
Cl 1.215 2.579 3.874
H -0.308 2.707 2.077
H -0.965 3.422 3.567
C 9.297 2.814 -0.047
Cl 10.407 3.615 1.076
Cl 8.537 1.401 0.688
H 8.522 3.517 -0.335
H 9.853 2.498 -0.923
C -1.276 -3.995 2.073
Cl -1.711 -2.341 2.518
Cl -1.550 -4.306 0.359
H -0.227 -4.153 2.282
H -1.879 -4.681 2.658
C -5.502 2.590 3.131
Cl -4.095 2.501 4.195
Cl -6.280 1.012 2.964
H -6.217 3.285 3.544
H -5.176 2.926 2.152
C 7.765 -0.657 4.458
Cl 6.458 -0.775 5.644
Cl 7.944 0.990 3.848
H 8.693 -0.958 4.931
H 7.541 -1.312 3.630
C -7.600 5.658 1.920
Cl -8.502 4.173 2.248
Cl -6.005 5.640 2.685
H -7.470 5.759 0.848
H -8.162 6.501 2.307
C 2.064 -4.378 -0.773
Cl 1.605 -2.725 -0.355
Cl 1.872 -4.688 -2.505
H 3.101 -4.535 -0.504
H 1.431 -5.066 -0.222
C 1.038 -5.813 4.954
Cl 1.158 -4.199 4.252
Cl 0.036 -6.906 3.986
H 2.035 -6.231 5.040
H 0.586 -5.726 5.936
C 3.218 -9.132 1.421
Cl 2.897 -7.433 1.782
Cl 2.746 -9.542 -0.232
H 4.279 -9.321 1.540
H 2.652 -9.749 2.110

Record 3
75
Properties=species:S:1:pos:R:3 method="wB97M-V/def2-TZVPD" orbital_gap_ev=10.1274 e_lumo_ev=0.4 smiles="[H]/N=C/C[C@]1(CC[C@](F)(Br)C(F)(F)Br)O[C@H](C[C@@H](C)F)[C@@](CC)(CCCO)[C@@]1(F)CCCCCOC" total_energy_ev=-186840.7612
C 0.069 3.085 0.109
C -1.068 2.124 0.474
C -1.152 0.725 -0.168
C -2.488 0.084 0.250
C -2.807 0.070 1.760
C -3.720 1.203 2.261
O -3.108 2.091 3.191
C -1.046 0.682 -1.707
C -1.954 1.470 -2.656
C -1.792 2.961 -2.974
C -2.394 3.949 -1.978
F -0.445 3.266 -3.174
O 0.326 0.895 -1.974
C 1.028 -0.020 -1.140
C 2.407 0.559 -0.801
C 3.323 0.727 -1.982
N 3.392 1.821 -2.606
C 1.207 -1.347 -1.937
C 1.309 -1.092 -3.443
C 1.949 -2.182 -4.300
F 1.024 -3.148 -4.572
Br 3.480 -3.063 -3.494
C 2.386 -1.593 -5.654
F 1.337 -0.945 -6.171
F 3.344 -0.697 -5.464
Br 2.964 -2.899 -6.941
C 0.123 -0.143 0.170
F 0.818 0.451 1.237
C -0.173 -1.564 0.642
C 1.038 -2.361 1.154
C 1.388 -2.118 2.625
C 0.232 -2.433 3.581
C 0.650 -2.638 5.034
O 0.396 -1.437 5.742
C 0.922 -1.413 7.052
H -0.239 4.109 0.329
H 0.949 2.886 0.721
H 0.365 3.034 -0.937
H -1.031 1.981 1.555
H -2.034 2.606 0.287
H -2.542 -0.933 -0.142
H -3.283 0.637 -0.263
H -3.266 -0.891 2.007
H -1.875 0.107 2.336
H -4.621 0.783 2.720
H -4.044 1.820 1.417
H -2.359 1.645 3.605
H -1.290 -0.371 -1.960
H -1.888 0.941 -3.610
H -2.985 1.335 -2.311
H -2.268 3.108 -3.947
H -3.002 4.691 -2.497
H -3.026 3.456 -1.239
H -1.599 4.478 -1.456
H 2.289 1.528 -0.325
H 2.869 -0.127 -0.085
H 3.938 -0.140 -2.257
H 4.062 1.755 -3.372
H 2.098 -1.856 -1.569
H 0.381 -2.033 -1.770
H 0.299 -0.998 -3.848
H 1.795 -0.141 -3.654
H -0.906 -1.509 1.445
H -0.665 -2.112 -0.161
H 0.812 -3.426 1.033
H 1.923 -2.168 0.542
H 2.252 -2.742 2.879
H 1.699 -1.081 2.766
H -0.317 -3.308 3.217
H -0.468 -1.593 3.597
H 0.097 -3.473 5.487
H 1.721 -2.876 5.104
H 0.200 -1.810 7.775
H 1.149 -0.378 7.311
H 1.844 -2.001 7.123

Record 4
84
Properties=species:S:1:pos:R:3 method="wB97M-V/def2-TZVPD" orbital_gap_ev=8.8896 e_lumo_ev=0.3 smiles="CCOCCO[C@](CCc1ccccc1)(O[C@@](CN)(N=C=S)[C@](COC(C)=O)([PH2]=N)N([PH2]=S)[C@H](F)CC)S(=O)(=O)F.ClCCl" relative_energy_ev=0.000 total_energy_ev=-127388.9681
C 6.307 -2.997 2.716
C 4.832 -3.224 2.438
O 4.386 -2.386 1.388
C 2.981 -2.380 1.325
C 2.566 -1.417 0.227
O 1.148 -1.546 0.115
C 0.520 -1.193 -1.047
C 1.198 -0.111 -1.915
C 1.275 1.248 -1.213
C 2.650 1.880 -1.056
C 3.871 1.267 -1.302
C 5.062 1.962 -1.120
C 5.054 3.281 -0.699
C 3.838 3.919 -0.481
C 2.657 3.218 -0.654
O -0.758 -0.712 -0.880
C -1.731 -1.227 0.000
C -1.706 -2.724 0.311
N -2.322 -3.625 -0.644
N -1.705 -0.638 1.358
C -0.803 0.052 1.772
S 0.420 0.651 2.537
C -3.126 -0.649 -0.586
C -4.331 -1.438 -0.117
O -4.364 -1.696 1.293
C -5.280 -2.665 1.621
C -4.827 -4.096 1.628
O -6.393 -2.351 1.914
P -3.251 -0.904 -2.481
N -3.702 -2.322 -2.957
N -3.124 0.815 -0.223
P -4.296 1.391 0.889
S -3.653 2.327 2.463
C -2.912 1.809 -1.276
F -1.762 1.537 -1.991
C -2.702 3.247 -0.787
C -1.459 3.429 0.104
S 0.647 -2.699 -2.208
O -0.399 -2.641 -3.181
O 1.974 -2.771 -2.722
F 0.482 -3.966 -1.302
H 6.845 -2.746 1.807
H 6.709 -3.906 3.159
H 6.426 -2.213 3.460
H 4.268 -3.057 3.363
H 4.632 -4.265 2.155
H 2.590 -1.983 2.270
H 2.559 -3.376 1.157
H 2.795 -0.413 0.580
H 3.118 -1.680 -0.672
H 0.521 -0.011 -2.764
H 2.148 -0.420 -2.331
H 0.714 1.960 -1.815
H 0.799 1.252 -0.234
H 3.906 0.235 -1.618
H 6.001 1.456 -1.296
H 5.989 3.801 -0.546
H 3.804 4.963 -0.176
H 1.714 3.723 -0.485
H -2.199 -2.876 1.264
H -0.669 -3.015 0.516
H -2.273 -4.580 -0.324
H -2.004 -3.552 -1.597
H -4.403 -2.387 -0.647
H -5.246 -0.892 -0.383
H -3.767 -4.168 1.852
H -5.032 -4.522 0.647
H -5.397 -4.638 2.375
H -2.020 -0.541 -3.028
H -4.201 0.057 -2.875
H -3.000 -2.737 -3.558
H -5.163 0.384 1.303
H -5.113 2.243 0.122
H -3.764 1.847 -1.959
H -3.599 3.724 -0.402
H -2.483 3.771 -1.718
H -1.729 4.021 0.972
H -1.001 2.491 0.395
H -0.715 4.021 -0.429
C 2.221 7.814 1.593
Cl 1.758 7.421 3.250
Cl 2.333 6.365 0.578
H 1.474 8.476 1.172
H 3.191 8.295 1.607

Record 5
73
Properties=species:S:1:pos:R:3 method="wB97M-V/def2-TZVPD" orbital_gap_ev=7.5155 e_lumo_ev=1.7 total_energy_ev=-68052.6446 total_charge=-1
C 2.881 -2.126 3.647
C 2.166 -1.323 2.448
C 1.665 -2.247 1.243
C 2.776 -3.222 0.620
C 4.225 -2.576 0.403
C 4.483 -1.947 -1.055
C 3.274 -1.083 -1.650
C 2.992 0.308 -0.898
C 4.260 0.965 -0.177
C 3.913 2.418 0.482
C 2.449 2.487 1.130
C 1.295 2.980 0.108
C 0.298 4.061 0.741
C -0.603 3.448 1.962
C -2.092 3.291 1.386
P -3.206 2.102 2.367
I -1.896 0.479 3.682
C -4.094 1.073 1.036
C -5.630 1.574 0.772
C -6.466 0.216 0.501
C -7.344 -0.387 1.617
C -8.131 -1.718 1.416
C -8.025 -2.475 0.068
C -7.145 -1.824 -1.048
C -6.359 -0.509 -0.872
H 4.016 -1.924 3.620
H 2.473 -1.708 4.628
H 2.675 -3.248 3.648
H 1.351 -0.637 2.880
H 2.967 -0.602 2.023
H 1.124 -1.655 0.412
H 0.844 -2.935 1.686
H 2.852 -4.187 1.248
H 2.368 -3.566 -0.405
H 4.985 -3.443 0.517
H 4.532 -1.794 1.173
H 4.742 -2.835 -1.751
H 5.470 -1.345 -0.982
H 2.354 -1.762 -1.752
H 3.573 -0.810 -2.733
H 2.090 0.153 -0.218
H 2.652 1.062 -1.706
H 5.045 1.202 -0.994
H 4.793 0.282 0.573
H 4.660 2.544 1.356
H 4.035 3.279 -0.253
H 2.386 3.151 2.074
H 2.113 1.438 1.485
H 1.738 3.464 -0.845
H 0.647 2.105 -0.282
H 0.858 5.000 1.068
H -0.440 4.401 -0.084
H -0.573 4.221 2.804
H -0.096 2.470 2.253
H -2.591 4.317 1.421
H -2.071 2.947 0.285
H -3.512 1.101 0.053
H -4.189 -0.003 1.422
H -5.639 2.264 -0.155
H -6.010 2.137 1.698
H -7.425 0.118 2.643
H -8.762 -2.144 2.261
H -8.578 -3.472 -0.083
H -7.080 -2.377 -2.047
H -5.722 -0.122 -1.744
C 0.877 -1.712 -6.632
F 0.571 -3.030 -6.529
F 1.732 -1.610 -7.680
F -0.265 -1.093 -7.021
S 1.579 -1.010 -5.057
O 2.787 -1.788 -4.800
O 0.536 -1.205 -4.055
O 1.844 0.395 -5.352